Computed, not measured: a single C3H5N3 molecule in a non-equilibrium geometry, with ωB97M-V/def2-TZVPD.

The SMILES is Cn1nccn1. The calculation puts the energy above the lowest of the compared OMol25 structures with the same formula, charge and spin at 36.2 kcal per mole. For the orbital gap, the calculation gives 10.95 eV. The energy is -281.53234 Eh.

```
11
C3H5N3 | the Open Molecules 2025 dataset | ωB97M-V/def2-TZVPD
N -0.295 -1.111 -0.033
C -1.628 0.683 0.072
H 2.201 0.120 -1.081
N 0.359 0.037 0.118
C 1.786 -0.056 -0.022
H -2.514 -1.272 -0.112
H 2.152 0.744 0.678
H 2.210 -1.022 0.252
C -1.600 -0.716 -0.041
H -2.298 1.498 0.103
N -0.373 1.094 0.065
```

Results of the Mulliken charge analysis, in e, for atoms 1 through 4: N -0.78; C -0.08; H 0.27; N 1.04